(1)
Entry from OMol25: a structure of composition C6H10O (ωB97M-V with the def2-TZVPD basis set).

Summary:
Gap between HOMO and LUMO   10.680 eV
LUMO   1.06 eV

The geometry in ORCA input format:
```
! wB97M-V def2-TZVPD RIJCOSX def2/J DEFGRID3
* xyz 0 1
C -1.550 -1.010 -0.980
C -0.422 -0.245 -0.328
C -0.417 1.281 -0.114
C 1.077 0.996 -0.292
C 1.462 0.203 0.967
C 0.269 -0.789 0.942
O 0.737 -0.060 -1.218
H -1.557 -2.064 -0.680
H -1.397 -0.947 -2.060
H -2.527 -0.574 -0.751
H -0.765 1.704 0.835
H -0.843 1.805 -0.973
H 1.780 1.735 -0.677
H 1.502 0.823 1.866
H 2.429 -0.290 0.839
H 0.579 -1.826 0.779
H -0.356 -0.743 1.841
*
```

***

(2)
Entry from OMol25: a structure of composition C22H19N4O3ReS3 in a non-equilibrium geometry (ωB97M-V with the def2-TZVPD basis set).

Summary:
Gap between HOMO and LUMO (alpha / beta)   6.472 / 6.495 eV
LUMO (alpha / beta)   -4.70 / -4.68 eV

The geometry in ORCA input format:
```
! wB97M-V def2-TZVPD RIJCOSX def2/J DEFGRID3
* xyz 1 2
Re -0.211 0.251 -0.154
C -1.219 -1.168 4.207
C -0.931 -1.058 2.733
S -0.176 0.354 2.215
C -1.279 -2.057 1.840
C -1.976 -3.328 2.257
S -0.960 -1.874 0.201
H -0.772 -0.341 4.755
H -0.841 -2.105 4.619
H -2.299 -1.143 4.371
H -1.730 -3.606 3.281
H -1.711 -4.157 1.602
H -3.060 -3.194 2.200
C -2.893 -0.274 -5.162
C -3.226 -0.446 -3.829
C -2.244 -0.381 -2.854
C -0.926 -0.167 -3.227
C -0.583 0.006 -4.564
C -1.570 -0.047 -5.527
N 0.089 -0.103 -2.198
N 1.258 -0.238 -2.656
C 2.229 -0.153 -1.663
C 3.562 -0.194 -2.027
C 4.522 -0.108 -1.040
C 4.125 0.000 0.288
C 2.784 0.013 0.588
N 1.838 -0.060 -0.376
H -3.665 -0.307 -5.921
H -4.253 -0.628 -3.541
H -2.512 -0.507 -1.816
H 0.446 0.195 -4.832
H -1.309 0.091 -6.568
H 3.804 -0.287 -3.076
H 5.573 -0.131 -1.297
H 4.847 0.061 1.090
H 2.428 0.064 1.606
O -3.488 0.829 1.530
C -2.981 1.616 0.787
N -2.005 1.295 -0.182
S -1.392 2.619 -0.913
O 0.017 2.551 -0.427
O -1.551 2.650 -2.329
C -2.385 3.788 -0.094
C -2.432 5.158 -0.256
C -3.360 5.841 0.517
C -4.201 5.163 1.401
C -4.139 3.782 1.537
C -3.218 3.096 0.774
H -1.781 5.675 -0.949
H -3.433 6.918 0.429
H -4.915 5.726 1.988
H -4.788 3.243 2.214
*
```

***

(3)
Entry from OMol25: a cluster of 9 separate species, C16H29B2F4N2O18 in total in a non-equilibrium geometry (ωB97M-V with the def2-TZVPD basis set).

Summary:
Gap between HOMO and LUMO   2.682 eV
LUMO   5.14 eV

The geometry in ORCA input format:
```
! wB97M-V def2-TZVPD RIJCOSX def2/J DEFGRID3
* xyz -3 1
B 10.345 -17.831 -2.885
H 10.883 -18.182 -1.849
H 9.672 -18.761 -3.250
H 9.600 -16.916 -2.639
H 11.174 -17.525 -3.660
B 10.329 -16.925 -6.389
H 10.799 -16.043 -7.075
H 11.177 -17.227 -5.631
H 9.348 -16.518 -5.831
H 10.135 -17.930 -7.036
C 15.531 -16.023 -5.472
C 14.228 -16.826 -5.082
O 14.394 -18.072 -4.861
O 13.204 -16.173 -4.812
H 15.757 -15.302 -4.682
H 15.446 -15.506 -6.430
H 16.322 -16.777 -5.521
C 13.417 -18.467 -1.150
C 13.490 -16.972 -1.002
O 14.685 -16.767 -0.209
C 15.186 -17.954 0.196
O 16.062 -18.167 0.988
O 14.361 -18.965 -0.200
F 12.455 -16.460 -0.255
H 13.581 -18.837 -2.165
H 12.381 -18.705 -0.883
H 13.478 -16.443 -1.948
C 18.398 -21.177 -5.828
C 18.148 -21.932 -7.129
O 16.830 -21.579 -7.444
C 16.242 -20.977 -6.326
O 15.180 -20.544 -6.245
O 17.127 -20.942 -5.297
F 18.308 -23.289 -6.929
H 18.985 -20.283 -6.080
H 18.951 -21.702 -5.049
H 18.797 -21.607 -7.940
C 18.482 -17.024 -3.778
C 17.449 -17.857 -3.051
O 17.654 -17.426 -1.724
C 18.972 -17.148 -1.574
O 19.462 -16.859 -0.553
O 19.530 -16.915 -2.808
F 17.696 -19.188 -3.169
H 18.010 -16.048 -3.900
H 18.791 -17.593 -4.650
H 16.416 -17.694 -3.355
C 14.349 -10.883 -7.315
C 13.229 -11.026 -8.360
O 12.932 -12.369 -8.400
C 14.040 -13.033 -7.949
O 14.079 -14.179 -7.886
O 14.945 -12.189 -7.436
F 13.798 -10.624 -9.572
H 13.910 -10.901 -6.312
H 15.014 -10.032 -7.389
H 12.373 -10.371 -8.222
C 16.354 -16.453 -8.437
N 16.683 -17.818 -8.910
O 17.199 -17.935 -10.004
O 16.540 -18.692 -8.109
H 17.283 -15.918 -8.247
H 15.752 -16.503 -7.537
H 15.836 -15.964 -9.256
C 15.112 -12.604 -4.097
N 13.747 -13.010 -4.469
O 12.935 -13.154 -3.595
O 13.541 -13.140 -5.655
H 15.575 -13.262 -3.365
H 15.021 -11.620 -3.633
H 15.790 -12.521 -4.940
*
```

***

Calculated values (kcal/mol) of ΔE to the lowest compared entry with this formula, charge and spin for the records, taken in order: 16.90; 7.00; 0.00.